Entry 1:
Formula: C8H17O3S2
Source: OMol25
Level of theory: the ωB97M-V functional and the def2-TZVPD basis

Each line ends with the Mulliken charge.
Cartesian coordinates (Å):
C: -3.25301 1.53597 0.75257  -1.31
C: 4.42032 1.43223 0.29603  -1.34
C: -0.10246 -1.40631 -1.84530  -1.69
C: -1.95894 0.70858 0.88021  -0.37
C: 3.42866 0.31206 0.47339  -0.34
C: -1.44885 0.39095 -0.53592  -0.44
C: 1.97018 0.76439 0.35152  -0.82
C: -0.43915 -0.74786 -0.55005  0.13
O: -1.62184 -3.98997 -0.25852  -0.58
O: -3.49335 -2.28608 -0.75011  -0.58
O: -2.66376 -2.75915 1.53598  -0.59
S: 0.71324 -0.69680 0.79855  -0.15
S: -2.38910 -2.78178 0.10322  1.03
H: -3.57028 1.70579 1.81016  0.36
H: -4.00130 0.85113 0.19158  0.23
H: -3.03654 2.32591 0.12338  0.40
H: 4.21191 2.04756 -0.52033  0.40
H: 4.37136 2.14093 1.10883  0.32
H: 5.40690 1.22250 0.02195  0.41
H: 0.43153 -0.72832 -2.66595  0.21
H: 0.56472 -2.13443 -1.58813  0.48
H: -1.02512 -1.69836 -2.22640  0.50
H: -1.20770 1.12410 1.40838  0.50
H: -2.16295 -0.37363 1.43126  0.15
H: 3.37185 -0.21540 1.45585  0.27
H: 3.43499 -0.42631 -0.23652  0.32
H: -2.27805 -0.05744 -1.22674  0.30
H: -0.90440 1.27164 -0.90102  0.37
H: 1.55826 1.51617 1.15299  0.34
H: 1.67287 0.95193 -0.59085  0.47

Calculated values
* HOMO-LUMO gap (spin up / spin down): 6.42 / 7.01 eV
* energy relative to the best compared isomer or geometry (same formula, charge and spin): 41.0 kcal/mol
* LUMO level (spin up / spin down): 0.106 / 0.107 hartree
* F_max: 5.8 eV/A
* charge: -1

=====

Entry 2:
Formula: C19H43Cl15Nb
Source: OMol25
Level of theory: the ωB97M-V functional and the def2-TZVPD basis

Each line ends with the Mulliken charge.
Cartesian coordinates (Å):
C: -2.92357 0.84723 -1.82687  -0.68
C: -2.29874 0.97310 -3.23634  0.17
Nb: -0.87285 -0.69142 -3.67096  -0.93
C: 0.96686 0.60841 -3.38382  -1.39
C: 1.07090 1.66972 -4.51029  -0.08
C: 1.01569 3.11629 -3.98258  -0.64
Cl: -0.26470 4.14048 -4.77507  -0.23
H: -4.00838 0.72330 -1.89147  0.28
H: -2.52870 0.01257 -1.23222  0.13
H: -2.75570 1.75959 -1.23716  0.28
H: -3.10176 0.99350 -3.98391  0.31
H: -1.72164 1.90578 -3.32810  -0.49
H: -1.13520 -0.37406 -5.49443  -0.02
H: 0.04185 -2.15252 -4.36266  -0.01
H: -0.41556 -1.36368 -2.01709  0.18
H: -2.29639 -1.86562 -3.54211  0.01
H: 0.94783 1.07756 -2.39087  0.21
H: 1.84245 -0.05220 -3.39825  0.51
H: 0.31663 1.54723 -5.29706  0.29
H: 2.04455 1.55237 -5.00081  0.38
H: 0.79904 3.14947 -2.91579  0.26
H: 1.93839 3.65967 -4.18348  0.43
Cl: -0.23131 -0.17107 0.70834  -0.16
C: 1.15033 -1.25831 0.95102  -0.54
C: 0.77125 -2.48534 1.73281  0.21
Cl: 0.39685 -2.10986 3.45182  -0.21
H: 1.94332 -0.69790 1.44171  0.42
H: 1.48636 -1.56190 -0.04209  0.29
H: 1.59987 -3.18498 1.76481  -0.19
H: -0.09505 -2.97505 1.30122  0.14
Cl: 3.87103 -3.64473 0.67080  -0.12
C: 5.07160 -4.81560 1.25721  -0.48
C: 4.42463 -5.91092 2.07102  -0.57
Cl: 3.68491 -5.28627 3.56583  -0.13
H: 5.79340 -4.25351 1.84552  0.27
H: 5.57629 -5.25257 0.39698  0.34
H: 5.18055 -6.64654 2.34253  0.35
H: 3.63215 -6.40490 1.51360  0.32
Cl: -3.63101 -4.17956 0.35161  -0.15
C: -3.36195 -5.50990 1.50015  -0.41
C: -2.06349 -5.34899 2.25066  -0.44
Cl: -0.64902 -5.54783 1.18347  -0.17
H: -3.37892 -6.44319 0.94207  0.30
H: -4.18894 -5.50336 2.20933  0.29
H: -1.98569 -6.10578 3.02980  0.35
H: -1.99126 -4.36386 2.70796  0.25
Cl: 3.98052 -3.73346 7.45108  -0.18
C: 4.38390 -2.00759 7.23914  -0.52
C: 3.97114 -1.48780 5.88693  -0.17
Cl: 4.93580 -2.20029 4.56576  -0.15
H: 5.45465 -1.89947 7.39370  0.39
H: 3.85295 -1.45723 8.01444  0.29
H: 4.11995 -0.40983 5.85104  0.34
H: 2.92504 -1.70509 5.67987  0.01
Cl: -5.23670 2.57331 -4.10051  -0.19
C: -4.13237 3.84309 -4.66858  -0.38
C: -3.44451 4.52863 -3.52019  0.83
Cl: -4.53540 5.58444 -2.57418  -0.23
H: -4.68323 4.54033 -5.29467  0.43
H: -3.37179 3.34168 -5.26774  0.22
H: -2.66233 5.17423 -3.90870  -0.68
H: -3.00517 3.79875 -2.84507  -0.03
Cl: -2.52890 7.22117 -5.86130  -0.15
C: -0.80947 7.41382 -5.42219  -0.48
C: -0.60325 7.46177 -3.92953  -0.14
Cl: -1.26491 8.95586 -3.20889  -0.21
H: -0.44480 8.31988 -5.89996  0.41
H: -0.27900 6.55490 -5.83141  0.24
H: 0.46307 7.44660 -3.71209  0.32
H: -1.07581 6.61750 -3.43412  0.08
Cl: 0.69057 -1.30719 7.61669  -0.14
C: -0.88278 -0.54580 7.25304  -0.52
C: -0.77383 0.46948 6.14250  -0.13
Cl: 0.15818 1.90686 6.64890  -0.20
H: -1.25205 -0.09519 8.17068  0.37
H: -1.55861 -1.34330 6.94887  0.31
H: -1.76848 0.81434 5.86577  0.33
H: -0.28928 0.05074 5.26386  0.00

Calculated values
* HOMO-LUMO gap: 6.63 eV
* LUMO level: 0.071 hartree
* F_max: 1.5 eV/A
* charge: -1

=====

Entry 3:
Formula: C3H8S
Source: OMol25
Level of theory: the ωB97M-V functional and the def2-TZVPD basis

Each line ends with the Mulliken charge.
Cartesian coordinates (Å):
C: -1.65427 0.04031 0.88091  -0.93
C: -1.08719 0.45077 -0.50200  -0.39
S: 0.54674 -0.40350 -0.92028  -0.16
C: 2.26497 -0.35639 -0.32619  -0.79
H: -0.81837 0.07763 1.60575  0.26
H: -2.56387 0.56331 1.08209  0.33
H: -1.96877 -1.00631 0.95812  0.29
H: -1.69795 0.05148 -1.29856  0.23
H: -0.85073 1.50462 -0.60202  0.33
H: 2.54142 0.67397 -0.11288  0.29
H: 2.90613 -0.52205 -1.20899  0.29
H: 2.38188 -1.07384 0.44405  0.26

Calculated values
* HOMO-LUMO gap: 9.16 eV
* energy relative to the best compared isomer or geometry (same formula, charge and spin): 33.0 kcal/mol
* LUMO level: 0.031 hartree
* F_max: 3.4 eV/A
* SMILES: CCSC

=====

Entry 4:
Formula: C19H31N3O4
Source: OMol25
Level of theory: the ωB97M-V functional and the def2-TZVPD basis

Each line ends with the Mulliken charge.
Cartesian coordinates (Å):
C: 1.19712 6.72874 -5.17483  -1.08
C: 0.22820 7.38688 -4.54554  0.89
C: -1.21667 7.27148 -4.93640  -1.33
C: 0.51312 8.27242 -3.36265  -0.95
C: 0.10993 7.67254 -2.01599  0.74
O: -0.23135 8.37238 -1.08005  -0.69
N: 0.20348 6.32206 -1.95150  0.56
C: -0.11727 5.56436 -0.74916  -0.92
C: -0.98387 4.33809 -1.08403  -1.44
C: -0.16412 3.09786 -1.44776  -0.25
C: 0.82640 3.30744 -2.60336  -1.01
C: 2.10578 3.85457 -1.92428  -1.09
C: 1.76772 3.86547 -0.42205  -0.35
C: 1.13333 5.17661 0.07347  -0.04
C: 2.14755 6.30674 0.17046  -1.85
N: 0.74311 2.82449 -0.33006  -0.09
C: 0.53304 1.78620 0.50712  0.58
O: -0.51822 1.15634 0.46415  -0.74
C: 1.62528 1.40140 1.53292  1.24
C: 2.91471 0.99442 0.80786  -1.65
C: 1.84520 2.52776 2.55312  -1.59
N: 1.06831 0.24211 2.21606  -0.17
C: 1.69248 -0.43287 3.20152  0.58
O: 2.79520 -0.19681 3.65388  -0.63
O: 0.91030 -1.44618 3.64155  -0.42
C: 1.48856 -2.22706 4.68765  -0.65
H: 2.23498 6.84033 -4.88288  0.28
H: 0.98500 6.07789 -6.01437  0.31
H: -1.60349 8.24530 -5.24528  0.35
H: -1.35821 6.56689 -5.75440  0.38
H: -1.82253 6.94783 -4.08595  0.28
H: 1.58030 8.49847 -3.29958  0.30
H: -0.01802 9.22137 -3.44084  0.36
H: 0.49144 5.84711 -2.79056  -0.15
H: -0.70115 6.25773 -0.14335  0.67
H: -1.58476 4.07929 -0.20940  0.45
H: -1.67624 4.59450 -1.88918  0.41
H: -0.81889 2.24396 -1.59477  0.67
H: 1.03469 2.34895 -3.07743  0.45
H: 0.42434 3.95834 -3.38155  0.39
H: 2.94582 3.18452 -2.10611  0.52
H: 2.40075 4.84121 -2.27929  0.21
H: 2.63893 3.64096 0.18289  1.14
H: 0.76776 4.95836 1.08279  0.61
H: 2.61649 6.51067 -0.79405  0.24
H: 1.66868 7.22799 0.50214  0.45
H: 2.93823 6.05196 0.87914  0.47
H: 3.36706 1.82235 0.26584  0.36
H: 3.63093 0.62811 1.54093  0.48
H: 2.69963 0.19429 0.09826  0.39
H: 2.31720 3.40515 2.11709  0.30
H: 0.88994 2.82641 2.98779  0.38
H: 2.48929 2.15408 3.34690  0.53
H: 0.14285 -0.03606 1.92062  0.33
H: 0.74993 -2.98620 4.92716  0.22
H: 2.41580 -2.69114 4.35548  0.29
H: 1.69552 -1.61021 5.56060  0.29

Calculated values
* HOMO-LUMO gap: 9.86 eV
* energy relative to the best compared isomer or geometry (same formula, charge and spin): 0.0 kcal/mol
* LUMO level: 0.020 hartree
* F_max: 0.3 eV/A
* SMILES: C=C(C)CC(=O)N[C@H]1C[C@H]2CC[C@@H]([C@H]1C)N2C(=O)C(C)(C)NC(=O)OC

=====

Entry 5:
Formula: C4H9N3
Source: OMol25
Level of theory: the ωB97M-V functional and the def2-TZVPD basis

Each line ends with the Mulliken charge.
Cartesian coordinates (Å):
H: -0.51382 1.98915 1.33782  0.24
N: -0.44638 1.10115 1.83602  -0.68
C: -0.18638 0.13857 1.00530  0.71
C: -0.15330 -1.26072 1.58336  -1.07
N: 0.06988 0.31305 -0.35229  0.03
C: 0.84697 1.49200 -0.74440  -1.26
C: -0.29809 -0.53879 -1.37750  -0.04
N: -1.00243 -1.61384 -1.30661  -0.59
H: -1.12905 -2.01581 -2.24170  0.24
H: 0.70205 -1.80806 1.17633  0.30
H: -1.07856 -1.78830 1.34150  0.26
H: -0.05132 -1.21848 2.67212  0.35
H: 1.32639 1.97956 0.11168  0.43
H: 0.20268 2.22150 -1.24494  0.38
H: 1.65414 1.20736 -1.42954  0.38
H: 0.05723 -0.19833 -2.36715  0.32

Calculated values
* HOMO-LUMO gap: 9.84 eV
* energy relative to the best compared isomer or geometry (same formula, charge and spin): 21.9 kcal/mol
* LUMO level: 0.028 hartree
* F_max: 2.6 eV/A
* SMILES: [H]/N=C(/C)N(C)/C=N/[H]